Entry 1:
This record from the Open Molecules 2025 dataset describes the molecule C11H16ClNO2 at a distorted geometry. The level of theory is wB97M-V/def2-TZVPD.

Atoms and positions in Å:
C -1.460758 -1.470476 0.444471
C 0.488077 -2.616885 -0.222787
C 1.237787 -3.575195 -0.617767
C -1.423471 -0.263256 -0.426952
C 1.170859 -0.623781 -0.424769
C -0.021940 0.298871 -0.484844
C 0.799092 0.402117 0.689623
C 1.680177 1.585256 0.819899
C 0.289737 -0.016444 2.073648
C -2.464433 0.767725 0.032768
C 0.022960 1.490356 -1.596969
N -0.608584 -2.409453 0.397275
O 2.252326 -0.248922 -1.293315
O -0.626833 2.624819 -1.170118
Cl -4.213169 0.151876 -0.146561
H -2.253731 -1.711515 1.062515
H 0.941676 -4.649697 -0.452066
H 2.245378 -3.274991 -0.884113
H -1.695735 -0.622996 -1.384784
H 2.093529 2.110818 0.014944
H 2.474469 1.342030 1.518764
H 1.010605 2.449690 1.284703
H 0.716182 0.781868 2.732530
H 0.707119 -0.983752 2.275508
H -0.785875 -0.090588 2.070973
H -2.481514 1.643961 -0.486600
H -2.302608 0.946377 1.068135
H -0.618731 1.277754 -2.472953
H 1.066948 1.667983 -1.909862
H 1.881495 0.037551 -2.060482
H -0.121030 2.978910 -0.450813

Atoms 1-3, force components in eV/Å:
1.56 -0.81 -1.79
2.00 6.01 -0.61
1.46 -2.60 -0.10

**Lowest unoccupied orbital energy**: 0.008 Eh
**E_HOMO**: -8.16 eV
**ΔE to the lowest compared entry with this formula, charge and spin**: 4.184 eV
**HOMO-LUMO gap**: 8.37 eV
**Charge**: 0

These are the Löwdin partial charges, in e, on atoms 1 to 5: C -0.105; C -0.209; C 0.037; C -0.274; C -0.088

=====

Entry 2:
This record from the Open Molecules 2025 dataset describes a structure of composition C11H16ClO3TiV at a distorted geometry. The level of theory is wB97M-V/def2-TZVPD.

Atoms and positions in Å:
V -0.136320 0.642000 -0.065333
Cl 1.230060 1.455009 -1.476095
C -0.220570 1.528275 1.675328
H -0.942962 1.060978 2.354573
H -0.497211 2.584816 1.562665
H 0.761319 1.517468 2.166775
Ti -0.642312 4.128583 -3.313201
C 0.761784 5.014890 -2.021172
C -0.251114 2.419397 -4.475613
C -2.360096 4.865243 -3.384610
H -0.953441 1.617931 -4.192938
H -0.434744 2.640264 -5.539832
H 0.773541 2.036334 -4.371106
H 0.370694 4.996165 -0.990506
H 1.744342 4.522587 -2.028763
H 0.900109 6.075324 -2.288054
H -2.680581 5.741802 -2.804059
H -3.173410 4.466705 -4.007481
O 2.267789 -3.347027 0.853497
C 1.312869 -3.814744 1.687464
C 1.601349 -5.012836 2.359426
C 0.686977 -5.579355 3.244591
C -0.535536 -4.957243 3.472155
C -0.845837 -3.766294 2.816866
C 0.060895 -3.164618 1.914937
C -0.352621 -1.870293 1.292374
O -1.515996 -1.346530 1.608477
O 0.428530 -1.184611 0.490042
H 2.215529 -2.551726 0.316670
H 2.549761 -5.508360 2.193687
H 0.927897 -6.501625 3.757374
H -1.244843 -5.395999 4.162181
H -1.805852 -3.312512 3.029681

Atoms 1-3, force components in eV/Å:
-1.88 -2.22 0.48
1.64 1.27 -1.92
0.04 1.33 1.62

**⟨S²⟩**: 3.76
**Lowest unoccupied orbital energy (spin up / spin down)**: 0.072 / 0.071 Eh
**E_HOMO (spin up / spin down)**: -3.46 / -5.30 eV
**ΔE to the lowest compared entry with this formula, charge and spin**: 2.565 eV
**Spin multiplicity**: 4
**HOMO-LUMO gap (spin up / spin down)**: 5.43 / 7.24 eV
**Charge**: -1

These are the Löwdin partial charges, in e, on atoms 1 to 5: V 0.370; Cl 0.012; C -0.319; H -0.023; H -0.037

=====

Entry 3:
This record from the Open Molecules 2025 dataset describes a structure of composition C11H16CoF6N3O13P2S3. The level of theory is wB97M-V/def2-TZVPD.

Atoms and positions in Å:
Co 0.416591 0.679862 -0.664587
O 1.341939 1.451583 1.043814
N 2.194698 2.445906 0.900363
C 2.846610 2.834941 2.018725
C 3.749320 3.862207 2.030574
C 3.997514 4.529348 0.821999
C 3.332887 4.131789 -0.305602
C 2.392608 3.068200 -0.319404
S 1.571979 2.571434 -1.708618
H 2.572712 2.254365 2.886985
H 4.241156 4.129783 2.954845
H 4.707386 5.346958 0.777019
H 3.500654 4.619186 -1.255953
C -2.183957 2.622315 -3.246295
C -2.934616 1.555157 -2.470993
O -4.286730 1.478266 -2.941484
P -2.982178 1.985993 -0.695467
O -4.075085 1.043879 -0.043871
O -3.775025 3.391763 -0.617613
O -1.664236 2.084581 -0.048296
P -2.176998 -0.129022 -2.630051
O -2.207776 -0.356237 -4.252295
O -3.188536 -1.013398 -1.983101
O -0.726546 -0.095932 -2.275756
H -2.692414 3.585314 -3.157827
H -2.145414 2.336252 -4.297758
H -1.167114 2.712598 -2.859079
H -4.583475 0.591722 -2.678295
H -3.790501 0.110421 -0.025765
H -3.134788 4.038301 -0.295593
H -1.283158 -0.426823 -4.518482
F -3.307208 -3.399488 -0.516146
C -2.103499 -3.329803 0.043807
F -1.855899 -4.533019 0.595867
F -1.199189 -3.096555 -0.890869
S -2.101573 -1.989511 1.364714
O -1.430871 -0.848538 0.805511
O -3.493707 -1.837070 1.687954
N -1.387754 -2.637080 2.623645
S 0.119537 -3.050660 2.654406
O 0.916336 -2.273216 3.562415
O 0.687954 -3.404096 1.382422
C -0.031708 -4.681358 3.549204
F -0.345764 -5.675532 2.712283
F 1.148001 -4.992040 4.115916
F -0.948281 -4.655797 4.520739
C 3.425689 -2.802513 -0.326714
C 2.868448 -1.408984 -0.125483
N 2.908226 -0.921277 1.143646
O 2.431197 -0.769750 -1.069313
H 4.134131 -3.085539 0.452750
H 3.899278 -2.858934 -1.305233
H 2.583870 -3.493248 -0.301767
H 2.899861 -1.602622 1.886367
H 2.315413 -0.094085 1.291741

Atoms 1-3, force components in eV/Å:
-0.03 0.52 -0.35
-0.02 -0.14 0.00
-0.05 0.06 -0.04

**⟨S²⟩**: 2.02
**Lowest unoccupied orbital energy (spin up / spin down)**: 0.167 / 0.167 Eh
**E_HOMO (spin up / spin down)**: -1.18 / -0.17 eV
**ΔE to the lowest compared entry with this formula, charge and spin**: 0.865 eV
**Spin multiplicity**: 3
**HOMO-LUMO gap (spin up / spin down)**: 5.72 / 4.71 eV
**Charge**: -2

These are the Löwdin partial charges, in e, on atoms 1 to 5: Co 0.200; O -0.217; N -0.190; C -0.049; C -0.108

=====

Entry 4:
This record from the Open Molecules 2025 dataset describes a structure of composition C11H16F3N4OPtS. The level of theory is wB97M-V/def2-TZVPD.

Atoms and positions in Å:
Pt 0.174613 -0.881080 0.115635
N -1.215399 -4.695981 -1.540281
C -0.767339 -3.630695 -0.873340
O -0.835041 -2.502968 -1.371684
C -0.214251 -3.869304 0.511429
C 0.736614 -2.754262 0.924936
H -1.611733 -4.574234 -2.459447
H -1.168967 -5.629179 -1.167775
H 0.271840 -4.851854 0.546313
H -1.068370 -3.901576 1.194929
H 1.734744 -2.901294 0.497436
H 0.799056 -2.672808 2.013495
F 1.320331 3.344785 5.300412
C 1.107180 3.932519 4.113561
F 2.191261 4.677504 3.850683
F 0.072941 4.761281 4.264317
C 0.872447 2.905926 3.034022
C -0.368288 2.757208 2.425108
C -0.518476 1.777176 1.463462
N 0.484931 0.967479 1.099534
C 1.682590 1.119979 1.682129
C 1.922540 2.071527 2.649889
H -1.191537 3.403984 2.681990
H -1.458503 1.652086 0.941117
H 2.468637 0.456620 1.341036
H 2.900741 2.174206 3.092131
C -1.744708 0.269972 -4.283604
N -0.640020 -0.199752 -3.479197
C 0.048586 0.526217 -2.613262
N -0.271977 1.803222 -2.377608
S 1.452471 -0.135850 -1.887034
H -1.970206 -0.482075 -5.034450
H -1.470383 1.194796 -4.794720
H -2.640379 0.442327 -3.681591
H -0.414657 -1.184308 -3.495092
H -1.023605 2.265972 -2.862567
H 0.352316 2.362432 -1.821911

Atoms 1-3, force components in eV/Å:
-0.13 -0.37 -0.54
-0.14 -0.25 -0.32
-0.03 -0.34 0.20

**⟨S²⟩**: 2.01
**Lowest unoccupied orbital energy (spin up / spin down)**: -0.112 / -0.150 Eh
**E_HOMO (spin up / spin down)**: -10.42 / -11.69 eV
**Spin multiplicity**: 3
**HOMO-LUMO gap (spin up / spin down)**: 7.36 / 7.62 eV
**Charge**: +1

These are the Löwdin partial charges, in e, on atoms 1 to 5: Pt 0.867; N 0.193; C -0.533; O -0.095; C -0.198